--- w ---
The following is a quantum chemistry calculation of a molecular structure, CH3NO, from OMol25.

As for the HOMO energy: -11.415 eV. Its LUMO energy is 0.24 eV. Its spin multiplicity is 1.

Each line ends with the Mulliken charge.
Element x y z (Å)
C1 1.71799 0.70356 -0.32941  0.075
N1 2.36086 -0.12177 0.14867  -0.345
O1 -1.41272 -0.63071 0.07592  -0.681
H1 1.28050 1.59361 -0.62746  0.269
H2 -1.79308 -0.94958 1.27847  0.358
H3 -2.15355 -0.59511 -0.54619  0.325

---

--- x ---
The following is a quantum chemistry calculation of a molecular structure, CH3NO, from OMol25.

As for the HOMO energy: -10.229 eV. Its LUMO energy is 0.33 eV. Its spin multiplicity is 1.

Each line ends with the Mulliken charge.
Element x y z (Å)
C1 0.15553 0.41643 0.00499  0.171
H1 -1.21920 -1.13014 0.51779  0.323
H2 -1.91934 0.44904 0.60289  0.309
H3 0.24026 1.60311 0.06920  0.264
N1 -1.06000 -0.17420 -0.20459  -0.583
O1 1.17314 -0.27515 0.02654  -0.484

---

--- y ---
The following is a quantum chemistry calculation of a single CH3NO molecule, from OMol25.

As for the SMILES: NC=O. As for the HOMO energy: -10.142 eV. Its LUMO energy is 0.92 eV. Its spin multiplicity is 1.

Each line ends with the Mulliken charge.
Element x y z (Å)
N1 -0.62459 -0.26776 -0.10270  -0.375
C1 0.61204 0.27354 -0.05168  0.155
O1 1.65163 -0.34894 -0.04929  -0.537
H1 -0.67036 -1.27685 0.12109  0.242
H2 -1.51537 0.25271 0.06038  0.241
H3 0.54666 1.36730 0.02219  0.275

---

From most stable to least stable, the computed energies give y, x, w.

---

--- w ---
The following is a quantum chemistry calculation of 2 unconnected molecules or ions with the total composition C3H10N4O, from OMol25.

As for the SMILES: C/C=C\O.N/N=N/N. As for the HOMO energy: -8.237 eV. Its LUMO energy is 0.89 eV. Its spin multiplicity is 1.

Each line ends with the Mulliken charge.
Element x y z (Å)
C1 1.25570 -1.09329 1.62848  -1.430
C2 0.91424 0.36710 1.52431  0.132
C3 1.39702 1.15934 0.57033  -0.273
O1 1.99807 0.74071 -0.57432  -0.543
H1 0.78128 -1.53447 2.50477  0.312
H2 2.34451 -1.24639 1.72616  0.368
H3 0.92940 -1.63005 0.74674  0.376
H4 0.37436 0.81468 2.34314  0.367
H5 0.88640 2.13426 0.57959  0.318
H6 2.15154 -0.21362 -0.50392  0.320
N1 -2.90372 -0.27691 -0.23477  -0.348
N2 -2.24235 0.19350 -1.31609  -0.470
N3 -1.00880 -0.06892 -1.32294  0.405
N4 -0.34504 0.38967 -2.40374  -0.572
H7 -2.41054 -0.98563 0.30879  0.213
H8 -3.86761 -0.48785 -0.44546  0.255
H9 0.59756 0.66987 -2.16173  0.297
H10 -0.85202 1.06799 -2.96933  0.275

---

--- x ---
The following is a quantum chemistry calculation of a molecular structure, C3H10N4O, from OMol25.

As for the HOMO energy: -8.326 eV. Its LUMO energy is -0.28 eV. Its spin multiplicity is 1.

Each line ends with the Mulliken charge.
Element x y z (Å)
C1 -2.63360 -0.22778 0.22488  -0.436
C2 0.28534 0.07801 0.29904  0.249
C3 0.20024 2.25885 -0.21277  -1.055
H1 -2.21967 -0.08148 1.85586  0.226
H2 -2.63342 1.24181 -0.76814  0.206
H3 -3.62062 -1.15158 -0.20318  0.223
H4 0.17870 -1.90827 -0.07319  0.315
H5 2.13555 0.75644 0.36070  0.363
H6 3.73742 -1.16409 -0.09052  0.306
H7 2.31333 -0.64581 -1.50190  0.255
H8 -0.45502 3.05300 -0.84352  0.190
H9 1.14410 2.19590 -0.75147  0.318
H10 0.35683 2.76774 0.80264  0.312
N1 -0.30835 -1.11864 0.19698  -0.169
N2 1.73737 -0.08871 0.60850  -0.227
N3 2.45739 -1.06016 -0.29928  -0.672
N4 -0.40159 1.10979 -0.05605  -0.123
O1 -1.55535 -1.20177 -0.47566  -0.280

---

From most stable to least stable, the computed energies give w, x.

---

--- w ---
The following is a quantum chemistry calculation of a single C5H5FO molecule, from OMol25.

As for the HOMO energy: -9.501 eV. Its LUMO energy is 1.05 eV. Its spin multiplicity is 1.

Each line ends with the Mulliken charge.
Element x y z (Å)
C1 -1.05513 -0.64899 -0.09481  0.111
C2 0.18153 -0.34920 -0.97494  -0.104
C3 0.02351 -0.50776 0.90068  0.052
C4 0.49925 0.93714 0.72989  -0.728
C5 0.70272 1.02105 -0.57713  -0.467
H1 -1.61383 -1.70029 -0.16279  0.291
H2 0.52647 -0.74827 -2.02439  0.311
H3 -0.03813 -0.84439 1.96786  0.448
H4 0.53579 1.73368 1.40006  0.425
H5 1.26741 1.77825 -1.08981  0.405
O1 0.87019 -1.14436 0.03808  -0.445
F1 -1.89977 0.47315 -0.11270  -0.299

---

--- x ---
The following is a quantum chemistry calculation of a molecular structure, C5H5FO, from OMol25.

As for the HOMO energy: -8.680 eV. Its LUMO energy is 0.72 eV. Its spin multiplicity is 1.

Each line ends with the Mulliken charge.
Element x y z (Å)
C1 1.66393 1.72097 -0.78644  -0.068
C2 1.43407 0.64636 -0.26734  -0.274
C3 -0.80031 -0.93570 -0.21543  0.602
C4 -1.64811 -0.03849 0.59197  -0.987
C5 1.18841 -0.68456 0.10345  -0.225
O1 -0.94907 -1.75249 -1.05400  -0.419
F1 1.82427 -1.52266 -0.67418  -0.262
H1 1.59627 2.65479 -1.24294  0.440
H2 -1.91085 0.80046 -0.07026  0.268
H3 -2.67012 -0.37076 0.97907  0.347
H4 -1.20856 0.26124 1.50940  0.320
H5 1.48005 -0.77914 1.12670  0.259

---

From most stable to least stable, the computed energies give w, x.

---

--- w ---
The following is a quantum chemistry calculation of a single C3H5BrO molecule, from OMol25.

As for the SMILES: C[C@H](Br)C=O. As for the HOMO energy: -10.070 eV. Its LUMO energy is 0.56 eV. Its spin multiplicity is 1.

Each line ends with the Mulliken charge.
Element x y z (Å)
C1 1.20652 -0.23156 0.32059  -1.144
C2 -0.09650 -0.28397 -0.43811  -0.069
Br1 0.14745 0.65652 -2.15404  -0.178
C3 -1.39504 0.44258 0.25225  -0.031
O1 -2.27962 -0.25287 0.65306  -0.423
H1 2.00730 -0.79771 -0.03388  0.375
H2 0.72899 -0.54242 1.21237  0.331
H3 1.46649 0.78946 0.47490  0.344
H4 -0.38050 -1.29059 -0.60096  0.394
H5 -1.40508 1.51057 0.31381  0.403

---

--- x ---
The following is a quantum chemistry calculation of 2 unconnected molecules or ions with the total composition C3H5BrO, from OMol25.

As for the HOMO energy: -9.024 eV. Its LUMO energy is 0.66 eV. Its spin multiplicity is 1.

Each line ends with the Mulliken charge.
Element x y z (Å)
C1 0.41357 -0.78985 -1.25730  -0.549
C2 0.55157 -0.92810 0.04329  0.063
C3 -0.51449 0.62904 0.95358  -0.430
O1 -1.33319 1.26860 0.10134  -0.443
Br1 1.64088 -2.09424 1.03471  -0.135
H1 0.80685 -1.41289 -2.02772  0.314
H2 -0.27339 0.00045 -1.61164  0.196
H3 -0.88839 0.08677 1.82736  0.339
H4 0.36838 1.27131 1.13515  0.280
H5 -0.77178 1.96892 -0.19875  0.365

---

From most stable to least stable, the computed energies give w, x.

---

--- w ---
The following is a quantum chemistry calculation of 2 unconnected molecules or ions with the total composition C7H16N3, from OMol25.

As for the HOMO energy: -13.257 eV. Its LUMO energy is -3.14 eV. The charge is +1. Its spin multiplicity is 1.

Each line ends with the Mulliken charge.
Element x y z (Å)
C1 0.45506 0.17823 -0.23308  0.570
C2 -1.11225 2.55567 -1.88681  -1.190
C3 -2.03906 0.04058 -2.20110  -1.380
C4 0.01040 0.85223 -3.59862  -1.347
C5 0.90647 -1.48277 4.47025  -0.448
C6 0.75806 -0.50936 3.35760  -0.047
C7 -0.79687 1.04373 -2.26901  1.030
N1 0.07576 0.44132 -1.27276  -0.074
N2 0.74003 -2.83925 4.02978  -0.646
N3 0.84882 -0.83878 2.13465  -0.493
H1 -2.22184 2.60291 -1.91598  0.352
H2 -0.86839 2.79883 -0.83228  0.339
H3 -0.52764 3.31137 -2.59556  0.299
H4 -1.64200 -1.01874 -2.01423  0.392
H5 -2.55633 0.22509 -1.22287  0.399
H6 -2.70358 0.27039 -3.10052  0.353
H7 0.27679 -0.25779 -3.73044  0.373
H8 -0.65336 1.10074 -4.45257  0.382
H9 0.89762 1.58240 -3.56997  0.387
H10 1.99101 -1.59793 4.92516  0.315
H11 0.28634 -1.17585 5.34918  0.305
H12 0.47760 0.49795 3.50829  0.423
H13 0.97943 -3.34369 4.92716  0.291
H14 -0.27036 -2.80559 3.73155  0.233
H15 0.55185 -0.26052 0.84391  -0.102
H16 0.98466 -1.83161 1.98935  0.283

---

--- x ---
The following is a quantum chemistry calculation of a gas-phase ion, C7H16N3 (charge +1), from OMol25.

As for the SMILES: CCNCC[N+]1=CNCC1. As for the HOMO energy: -12.712 eV. Its LUMO energy is -2.84 eV. The charge is +1. Its spin multiplicity is 1.

Each line ends with the Mulliken charge.
Element x y z (Å)
C1 -2.83164 -1.40020 -0.09604  -1.355
C2 -1.89184 -0.27698 0.35212  0.105
N1 -1.22510 0.25500 -0.78039  -0.305
C3 -0.80566 1.66969 -0.44780  -0.697
C4 0.37816 1.65749 0.43745  -0.866
N2 1.44866 0.69540 0.08301  0.160
C5 2.13168 0.57633 -0.99233  -0.048
N3 3.01657 -0.38615 -1.03593  -0.132
C6 2.96666 -1.13152 0.19470  -0.697
C7 1.71400 -0.51939 0.90037  -0.302
H1 -3.56749 -0.97890 -0.71988  0.374
H2 -3.24071 -2.01003 0.76861  0.354
H3 -2.39594 -2.20782 -0.70873  0.349
H4 -2.34446 0.42947 1.07870  0.285
H5 -1.01888 -0.70278 0.91340  -0.048
H6 -1.76896 0.42470 -1.62743  0.303
H7 -1.68326 2.22092 0.01336  0.390
H8 -0.47495 2.17961 -1.37711  0.429
H9 0.77456 2.62096 0.55947  0.382
H10 0.12436 1.21533 1.41484  0.427
H11 2.18068 1.23257 -1.82771  0.430
H12 3.73171 -0.43779 -1.75529  0.252
H13 3.85547 -1.08221 0.79224  0.350
H14 2.69956 -2.10032 0.07346  0.398
H15 0.82048 -1.14534 0.85913  0.156
H16 2.03947 -0.42578 1.96699  0.307

---

From most stable to least stable, the computed energies give x, w.

---

--- w ---
The following is a quantum chemistry calculation of a gas-phase ion, C9H16N6 (charge +2), from OMol25.

As for the SMILES: [H]/N=C(\N)C[C@@]1(N)[NH+]=C(CC)[n+]2cccn21. As for the HOMO energy: -16.882 eV. Its LUMO energy is -8.35 eV. The charge is +2. Its spin multiplicity is 1.

Each line ends with the Mulliken charge.
Element x y z (Å)
H1 0.33247 2.14074 -1.18018  0.207
N1 0.50069 1.33296 -0.62391  -0.368
C1 1.68975 0.94161 -0.77292  0.488
N2 2.53229 1.47810 -1.58864  -0.380
C2 2.21745 -0.23601 0.08065  -1.231
C3 1.19873 -1.09236 0.97791  0.274
N3 1.84728 -1.85909 1.82000  -0.384
N4 0.25340 -0.12562 1.56708  -0.169
C4 -0.82595 0.08711 0.79129  0.181
C5 -2.01696 0.93124 1.08030  -0.527
C6 -3.13723 1.25870 0.10149  -1.283
N5 -0.85947 -0.97012 -0.06908  0.439
C7 -1.52465 -1.40736 -1.14680  0.127
C8 -0.85097 -2.40697 -1.79901  -0.933
C9 0.27438 -2.57763 -1.04643  0.072
N6 0.25959 -1.71274 -0.04814  -0.076
H2 3.52048 1.31015 -1.54499  0.237
H3 2.39758 2.33931 -2.11269  0.238
H4 2.98976 -0.81391 -0.38760  0.556
H5 2.60048 0.30756 0.95470  0.474
H6 2.74637 -2.27317 1.55951  0.277
H7 1.32616 -2.43476 2.41216  0.253
H8 0.79044 0.60466 1.97173  0.366
H9 -2.46088 0.19152 1.81216  0.354
H10 -1.66980 1.78556 1.68391  0.407
H11 -2.90485 1.92803 -0.74598  0.317
H12 -3.93181 1.74646 0.63985  0.382
H13 -3.50188 0.35001 -0.27224  0.443
H14 -2.41502 -0.94848 -1.53107  0.363
H15 -1.20133 -3.14577 -2.59401  0.403
H16 0.96586 -3.39881 -1.04487  0.494

---

--- x ---
The following is a quantum chemistry calculation of a molecular structure, C9H16N6, from OMol25.

As for the HOMO energy: -16.512 eV. Its LUMO energy is -7.40 eV. The charge is +2. Its spin multiplicity is 1.

Each line ends with the Mulliken charge.
Element x y z (Å)
C1 2.39465 -1.49647 -2.27710  -0.985
C2 2.21456 -0.12403 -2.44707  -0.222
C3 1.51944 -1.80739 -1.31753  0.190
C4 -1.23646 1.63547 -0.87733  0.522
C5 0.22208 1.78357 1.13745  0.419
C6 -0.03587 2.21649 -0.26212  -0.539
C7 -0.35259 -0.57400 -0.22399  0.683
C8 -0.14818 -2.44714 1.52965  -0.967
C9 -0.97609 -1.77861 0.35869  -1.373
N1 1.16418 0.27145 -1.76786  -0.912
N2 0.78432 -0.74394 -0.98068  0.820
N3 -1.25097 0.33392 -0.79006  -0.194
N4 0.21080 0.46098 1.31021  -0.363
N5 0.63190 2.54473 2.12680  -0.345
N6 -2.13775 2.36337 -1.46926  -0.306
H1 3.32280 -1.99381 -2.49833  0.398
H2 2.63364 0.53508 -3.20923  0.411
H3 1.32455 -2.84529 -0.96523  0.344
H4 0.76456 1.76772 -0.84483  0.314
H5 0.03364 3.35537 -0.32807  0.500
H6 -0.69211 -3.36203 1.62527  0.369
H7 -0.09738 -1.74700 2.36416  0.393
H8 0.77695 -2.64612 1.01594  0.357
H9 -1.93115 -1.57951 0.66877  0.502
H10 -0.99151 -2.60378 -0.48758  0.393
H11 -2.18536 -0.12799 -1.10410  0.397
H12 -0.07373 -0.07121 2.17884  0.166
H13 0.57244 3.56641 2.16940  0.275
H14 0.61734 2.09017 3.09646  0.279
H15 -2.06324 3.35337 -1.51095  0.273
H16 -2.79716 2.02956 -2.07239  0.202

---

From most stable to least stable, the computed energies give w, x.

---

--- w ---
The following is a quantum chemistry calculation of 2 unconnected molecules or ions with the total composition C2H4NP, from OMol25.

As for the HOMO energy (alpha / beta): -7.248 / -7.310 eV. Its LUMO energy (alpha / beta) is -1.31 / -1.36 eV. Its spin multiplicity is 1.

Each line ends with the Mulliken charge.
Element x y z (Å)
C1 -1.83532 0.11200 0.29775  -0.101
C2 0.47067 -0.31533 -0.14109  -0.840
N1 -3.01785 -0.10891 -0.11179  -0.092
P1 -4.63008 -0.17812 -0.03890  -0.153
H1 -1.27838 0.88826 0.83204  0.252
H2 0.26798 0.49323 -0.73067  0.365
H3 0.54934 -1.29423 -0.48194  0.295
H4 0.62828 -0.13826 0.87258  0.273

---

--- x ---
The following is a quantum chemistry calculation of a single C2H4NP molecule, from OMol25.

As for the SMILES: PC1=NC1. As for the HOMO energy: -9.307 eV. Its LUMO energy is 0.92 eV. Its spin multiplicity is 1.

Each line ends with the Mulliken charge.
Element x y z (Å)
P1 -1.44142 0.39853 0.86269  -0.112
C1 0.33012 0.27200 0.69656  0.271
N1 1.53608 0.40663 1.06494  -0.431
C2 1.25610 0.18311 -0.43286  -0.276
H1 -1.75480 -0.83976 0.42879  0.041
H2 -1.45363 0.91266 -0.41239  0.051
H3 1.59736 -0.77866 -0.81325  0.249
H4 1.39112 1.26285 -0.81225  0.208

---

From most stable to least stable, the computed energies give x, w.